The following is a quantum chemistry calculation of C3H6O3 in the gas phase in a non-equilibrium geometry, from OMol25.

The geometry in XYZ format:
```
12
Properties=species:S:1:pos:R:3:forces:R:3
C -1.05700 -0.21581 0.14125 1.2 3.3 -0.7
C 1.44232 0.16676 -0.37524 0.8 1.2 0.7
C 0.16864 0.76668 0.25529 -1.5 -0.7 -3.6
O -2.03062 -0.17961 -0.92231 1.8 -0.6 -0.8
O -2.33434 0.15528 0.43767 -0.7 0.7 1.8
O -0.59649 -1.34705 0.59920 -0.4 -2.6 0.0
H 1.85708 -0.54573 0.35177 0.1 0.1 -0.5
H 2.20475 0.99602 -0.54460 -0.9 -1.1 0.2
H 1.25497 -0.31688 -1.30257 -0.1 -0.4 -0.8
H -0.09297 1.71600 -0.22489 0.0 -0.1 0.6
H 0.45027 0.79672 1.23875 -0.2 0.8 2.8
H -1.26660 -1.99240 0.34569 0.0 -0.7 0.4
```
Positions in Å, forces in eV/Å.

Relative energy (zero: lowest compared OMol25 entry of this formula, charge and spin), kcal per mole: 97.23
Largest force on an atom, hartree/bohr: 0.0767
Structure (SMILES): CCC1(O)OO1
HOMO-LUMO gap, eV: 11.068

natural (NBO) charges, unit e, in atom order: 0.7045 -0.5983 -0.4465 -0.2843 -0.2727 -0.6704 0.2130 0.2125 0.2088 0.2211 0.2199 0.4923



The following is a quantum chemistry calculation of a 8-piece molecular cluster, C32H36Br8N4O8 overall in a non-equilibrium geometry, from OMol25.

The geometry in XYZ format:
```
88
Properties=species:S:1:pos:R:3:forces:R:3
Br 2.04330 -16.80638 -1.62188 -0.3 0.0 0.1
C 2.18327 -17.89783 -0.02154 2.7 -0.4 -0.5
C 3.74129 -18.07914 0.36043 -2.6 0.2 0.0
Br 4.83454 -18.91514 -1.02116 -0.4 0.4 0.5
H 1.83422 -18.90110 -0.26594 -0.5 0.4 0.1
H 1.68905 -17.38925 0.80623 -0.1 -0.3 -0.2
H 3.63361 -18.77558 1.19198 0.8 0.1 0.1
H 4.11169 -17.10287 0.67320 0.4 -0.3 -0.2
Br 5.31693 -13.99556 -11.87367 -0.3 0.0 0.8
C 5.22943 -12.32020 -10.69844 0.7 -1.3 -1.8
C 3.83422 -12.02785 -10.32030 -0.7 -0.6 0.0
Br 3.78987 -10.19814 -9.67985 -0.2 -0.1 0.1
H 5.56152 -11.73849 -11.55834 0.4 0.8 1.1
H 5.91105 -12.52074 -9.87182 0.1 0.4 -0.4
H 3.46893 -12.70506 -9.54827 0.0 0.3 0.2
H 3.18046 -12.14851 -11.18410 0.0 0.4 0.1
Br 4.16661 -22.32540 -8.34757 0.8 0.1 -0.2
C 6.07254 -21.83270 -8.61345 0.0 -1.0 -1.6
C 6.40871 -21.43038 -10.07863 -1.6 2.6 0.4
Br 5.25425 -19.81170 -10.56614 0.3 -0.3 -0.1
H 6.61934 -22.76895 -8.50142 -0.1 0.0 0.6
H 6.30005 -21.12573 -7.81563 0.2 0.1 -0.5
H 6.14529 -22.03314 -10.94777 0.2 -0.7 0.8
H 7.32753 -20.86648 -10.23956 0.4 -0.9 0.5
Br 5.75884 -10.75584 -3.95422 -0.5 -0.1 -0.2
C 4.76091 -11.29877 -5.55840 0.2 -0.1 -0.6
C 5.77752 -11.67316 -6.65005 -0.3 1.3 0.9
Br 6.73760 -10.06606 -7.30253 -0.1 -0.5 0.3
H 4.04123 -10.52228 -5.81767 0.4 0.1 0.0
H 4.17990 -12.18969 -5.32011 0.1 -0.1 0.3
H 5.31591 -12.06471 -7.55652 0.1 -0.4 0.4
H 6.48538 -12.28526 -6.09113 0.2 -0.3 -1.0
C 4.48055 -19.25635 -6.06362 0.0 0.8 0.8
C 4.24407 -18.72759 -7.32484 -0.4 -0.3 0.3
C 3.81591 -17.41025 -7.47675 0.4 0.4 -0.8
C 3.77220 -16.53481 -6.40900 0.1 -1.2 2.1
C 3.98045 -17.06475 -5.10900 0.6 -0.9 -0.4
C 4.36117 -18.45646 -4.93668 -0.6 2.2 -1.0
N 3.53705 -15.05176 -6.61446 -0.3 -2.2 0.8
O 2.94270 -14.45409 -5.71354 1.2 -0.1 -1.5
O 3.97329 -14.64336 -7.67246 -0.5 1.0 0.6
H 4.78017 -20.27052 -5.84432 0.1 -0.2 -0.6
H 4.38551 -19.41891 -8.14244 -0.4 0.4 -0.3
H 3.54533 -16.98318 -8.43112 0.2 -0.3 -0.4
H 3.92721 -16.38670 -4.27007 0.0 -0.1 0.2
H 4.62246 -18.93019 -4.00196 -0.3 0.6 0.3
C 1.88371 -11.56646 -2.59965 -0.2 -1.4 -0.1
C 2.01873 -10.46220 -3.44915 -1.0 -1.2 0.4
C 1.64383 -10.62972 -4.76673 -0.7 -0.1 -1.9
C 1.21181 -11.87214 -5.31763 -0.3 -0.6 2.3
C 0.99236 -12.91059 -4.39617 1.1 -0.7 -0.5
C 1.38736 -12.81917 -3.06210 0.7 2.3 -0.5
N 0.94011 -12.17012 -6.74744 -0.9 0.3 -3.0
O 0.67053 -13.29709 -7.21369 0.7 1.1 2.5
O 0.94685 -11.22261 -7.54135 0.5 0.0 1.6
H 2.15707 -11.56208 -1.55483 0.2 0.5 0.1
H 2.28359 -9.47973 -3.08720 0.2 -0.1 0.0
H 1.58731 -9.74335 -5.38120 0.3 0.0 -0.4
H 0.74797 -13.90083 -4.75128 -0.4 0.1 -0.3
H 1.45912 -13.68643 -2.42249 -0.4 0.0 0.0
C 7.71862 -23.81787 0.03067 -1.6 -0.6 -1.7
C 6.57840 -23.81152 -0.86204 3.1 1.5 1.1
C 6.66635 -22.88302 -1.92129 -0.2 -1.3 -0.6
C 7.71251 -21.97536 -2.07652 1.6 -0.7 1.7
C 8.84063 -22.01761 -1.16670 -2.3 0.0 -0.8
C 8.84139 -23.03405 -0.20636 -0.6 1.2 0.4
N 7.80157 -21.09811 -3.27231 -1.0 -0.7 -1.9
O 8.81748 -20.47319 -3.45592 0.2 0.2 0.7
O 6.89915 -21.14364 -4.13988 0.8 -0.1 1.9
H 7.75259 -24.52756 0.84405 -0.1 0.0 0.1
H 5.78400 -24.52342 -0.69310 -0.1 0.2 -0.4
H 6.05145 -23.10286 -2.78149 -0.6 0.7 0.0
H 9.52747 -21.18426 -1.15406 0.4 -0.4 -0.3
H 9.62436 -23.08850 0.53553 0.3 0.1 -0.2
C 1.54412 -20.30439 -11.91212 1.7 1.5 -0.2
C 1.63018 -20.45792 -10.54679 -0.7 0.0 -1.0
C 0.59570 -21.18055 -9.97178 0.6 -0.2 1.3
C -0.41322 -21.72864 -10.73551 -1.5 -0.5 1.0
C -0.48488 -21.46789 -12.09583 -2.8 -1.7 1.7
C 0.50670 -20.79770 -12.62809 0.7 1.0 -2.6
N -1.52645 -22.53299 -10.04904 -0.6 -1.2 1.6
O -1.57621 -22.55720 -8.75819 0.2 0.3 -4.6
O -2.28361 -23.19640 -10.80111 1.9 1.9 2.0
H 2.22520 -19.65058 -12.43658 0.4 -0.1 0.1
H 2.42679 -19.96251 -10.01162 -0.1 -0.3 0.3
H 0.65781 -21.26068 -8.89655 -0.6 -0.5 0.1
H -1.29979 -21.58298 -12.79517 -0.5 -1.0 0.8
H 0.26874 -20.65980 -13.67248 1.2 0.7 -0.4
```
Positions in Å, forces in eV/Å.

Relative energy (zero: lowest compared OMol25 entry of this formula, charge and spin), kcal per mole: 75.91
Largest force on an atom, hartree/bohr: 0.0895
Structure (SMILES): O=[N+]([O-])c1ccccc1.O=[N+]([O-])c1ccccc1.O=[N+]([O-])c1ccccc1.O=[N+]([O-])c1ccccc1.BrCCBr.BrCCBr.BrCCBr.BrCCBr
HOMO-LUMO gap, eV: 8.512

Löwdin charges, unit e, in atom order: 0.6071 -0.6503 -0.6786 0.6127 0.0487 0.0568 0.0481 0.0539 0.5168 -0.6255 -0.7068 0.6555 0.0270 0.0516 0.0486 0.0578 0.6152 -0.6125 -0.5102 0.5939 0.0515 0.0506 0.0484 0.0374 0.6107 -0.6718 -0.6543 0.5507 0.0443 0.0394 0.0149 0.0428 -0.0907 -0.0922 -0.0116 -0.1231 0.0206 -0.0433 -0.2969 0.0566 0.0839 0.0849 -0.0232 0.1175 0.0833 0.0494 -0.0529 -0.0866 -0.0384 -0.1256 -0.0301 -0.0442 -0.3039 0.0447 0.0362 0.1013 0.1114 0.1178 0.1064 0.0749 -0.0614 -0.0266 -0.0258 -0.1273 0.0220 -0.0820 -0.3348 0.0868 0.0263 0.0989 0.1014 0.1133 0.1130 0.1045 -0.0738 -0.0819 -0.0129 -0.1050 -0.0433 -0.1168 -0.2671 0.0190 0.0477 0.1082 0.0500 0.1175 0.1298 0.1202



The following is a quantum chemistry calculation of a 2-piece molecular cluster, C3H4N2O overall in a non-equilibrium geometry, from OMol25.

The geometry in XYZ format:
```
10
Properties=species:S:1:pos:R:3:forces:R:3
N 2.37354 -0.40502 0.31150 -0.2 -0.1 0.1
C 1.37827 0.10593 -0.16255 0.9 0.9 -0.9
O 0.63278 0.76154 -0.77752 1.1 -0.3 0.2
C -1.77440 0.60937 -0.53299 -0.9 -0.2 0.2
C -1.50336 -0.31767 0.34139 0.5 0.1 -0.1
N -0.91774 -1.11929 1.07636 -0.1 0.4 -0.4
H 2.42504 -1.12993 0.99906 -0.1 -0.2 0.2
H 0.08959 -0.94244 0.87148 -0.7 -0.6 0.6
H -1.80466 0.35848 -1.58517 -0.3 0.0 0.1
H -1.76466 1.65072 -0.23932 -0.3 -0.1 0.0
```
Positions in Å, forces in eV/Å.

Relative energy (zero: lowest compared OMol25 entry of this formula, charge and spin), kcal per mole: 64.51
Largest force on an atom, hartree/bohr: 0.0310
Structure (SMILES): C=C=N.N=C=O
HOMO-LUMO gap, eV: 9.606

natural (NBO) charges, unit e, in atom order: -0.7525 0.8039 -0.4941 -0.5721 0.3976 -0.6269 0.4176 0.3328 0.2469 0.2467